Density functional theory data (wB97M-V/def2-TZVPD) for 2 unconnected molecules or ions with the total composition H2NO2S in a non-equilibrium geometry.

Results
Multiplicity: 1
Total charge: -1
Orbital gap (alpha / beta) in eV: 8.803 / 6.175
Lowest unoccupied orbital energy (alpha / beta) in eV: 3.95 / 3.39
Calculated total energy in Ha: -604.51801
HOMO level (alpha / beta) in eV: -4.9 / -2.8
Energy relative to the best compared isomer or geometry (same formula, charge and spin) in kcal/mol: 85.0

CARTESIAN COORDINATES (ANGSTROEM)
N -0.085 1.199 0.029
O -0.858 -1.087 -0.920
O -1.234 -0.544 1.363
S -0.406 -0.259 0.158
H 0.367 1.715 -0.728
H 2.218 -1.024 0.098

Taken from the natural (NBO) analysis, the atomic charges in e are: N -1.19; O -0.97; O -0.97; S 2.12; H 0.38; H -0.37